(1)
ORCA calculation (the ωB97M-V functional and the def2-TZVPD basis) on a molecular structure, C13H25ClN3O14P2 in a non-equilibrium geometry.

Cartesian coordinates (Å):
O 0.312 -2.795 -2.716
P 0.583 -1.376 -2.589
O -0.401 -0.506 -3.477
O 2.050 -1.186 -3.205
N 0.735 -0.773 -0.967
C 1.685 0.192 -0.770
N 3.001 -0.155 -0.713
O 3.193 -1.548 -0.615
N 1.414 1.470 -0.611
P -0.268 2.060 -0.540
O -0.966 1.867 -1.972
Cl 0.058 4.065 -0.403
H -0.026 -0.506 -4.372
H 2.412 -2.083 -3.190
H -0.156 -0.547 -0.542
H 3.526 0.248 -1.487
H 3.888 -1.755 -1.250
H 2.193 2.145 -0.484
H -0.311 1.716 -2.673
C 6.121 1.434 -3.949
C 5.565 2.694 -3.330
C 6.545 3.456 -2.468
O 5.676 4.083 -1.505
C 4.580 3.339 -1.388
O 3.752 3.491 -0.533
O 4.519 2.396 -2.368
H 6.258 0.658 -3.193
H 5.432 1.038 -4.695
H 7.075 1.627 -4.437
H 5.137 3.336 -4.101
H 7.101 4.204 -3.025
H 7.246 2.810 -1.936
C -4.821 -2.829 1.394
C -3.918 -3.205 0.246
C -2.696 -3.999 0.642
O -1.741 -3.603 -0.364
C -2.095 -2.391 -0.789
O -1.401 -1.695 -1.486
O -3.306 -2.034 -0.356
H -4.368 -2.056 2.013
H -5.761 -2.425 1.023
H -5.046 -3.696 2.015
H -4.487 -3.720 -0.530
H -2.860 -5.073 0.611
H -2.305 -3.725 1.623
C -2.736 1.207 4.266
C -4.167 0.832 4.570
C -4.420 0.441 6.009
O -5.504 -0.486 5.888
C -5.439 -1.040 4.656
O -6.071 -1.980 4.305
O -4.549 -0.370 3.874
H -2.097 0.324 4.271
H -2.660 1.652 3.274
H -2.359 1.928 4.992
H -4.842 1.631 4.256
H -4.707 1.285 6.630
H -3.570 -0.069 6.470

Cartesian forces (eV/Å) of the 2 atoms listed first:
O 0.8 -1.2 -0.1
P -0.7 -3.4 0.1

## Properties
F_max (hartree/bohr): 0.0676
DFT total energy (eV): -78118.8640
Gap between HOMO and LUMO (eV): 9.23
Net charge: +1
HOMO (eV): -12.6

Atom charges from the natural (NBO) analysis, given in e for atoms 1 to 2: -1.09 2.47

=====

(2)
ORCA calculation (the ωB97M-V functional and the def2-TZVPD basis) on 2 unconnected molecules or ions with the total composition C13H25F3NO6S in a non-equilibrium geometry.

Cartesian coordinates (Å):
C -0.673 -4.641 -6.277
C 0.164 -3.250 -5.969
O -0.711 -2.085 -5.801
C -0.714 -1.556 -4.434
C -0.416 0.073 -4.429
N -0.564 0.721 -3.068
C -1.928 0.623 -2.393
C -1.549 0.166 -0.861
C -0.078 0.896 -0.566
S -0.401 2.678 -0.084
O -1.722 2.795 0.766
O -0.607 3.640 -1.307
C 0.955 3.414 1.043
F 0.323 4.593 1.727
F 2.150 3.853 0.286
F 1.373 2.478 2.113
C 0.591 0.575 -2.058
H -0.102 -5.546 -5.775
H -0.799 -4.779 -7.433
H -1.775 -4.519 -5.837
H 0.943 -3.428 -5.115
H 0.806 -3.044 -6.954
H -1.806 -1.729 -3.989
H 0.028 -2.064 -3.689
H 0.662 0.217 -4.862
H -1.268 0.548 -5.117
H -0.492 1.753 -3.294
H -2.743 -0.086 -2.854
H -2.379 1.704 -2.355
H -1.440 -0.999 -0.734
H -2.465 0.480 -0.198
H 0.379 0.151 0.241
H 1.605 1.119 -2.314
H 0.685 -0.609 -1.993
C 1.028 2.104 4.645
C -0.199 1.571 5.364
O -0.041 0.185 5.695
C 0.767 -0.077 6.752
O 1.354 0.749 7.433
O 0.837 -1.425 6.905
C 1.746 -1.842 7.920
H 1.260 1.487 3.770
H 0.868 3.136 4.319
H 1.910 2.082 5.290
H -1.065 1.640 4.699
H -0.432 2.158 6.260
H 1.527 -1.354 8.875
H 2.774 -1.635 7.606
H 1.635 -2.922 8.052

Cartesian forces (eV/Å) of the 2 atoms listed first:
C -0.5 0.7 0.4
C 1.2 -1.5 -2.0

## Properties
F_max (hartree/bohr): 0.1650
DFT total energy (eV): -46634.2756
Gap between HOMO and LUMO (eV): 8.81
Net charge: +1
HOMO (eV): -12.4

Atom charges from the natural (NBO) analysis, given in e for atoms 1 to 2: -0.66 -0.09

=====

(3)
ORCA calculation (the ωB97M-V functional and the def2-TZVPD basis) on a molecular structure, C13H25MnNO6.

Cartesian coordinates (Å):
Mn 0.847 0.085 -0.320
C -0.105 -2.655 -1.319
C -1.102 -1.650 -1.836
O -0.456 -0.390 -2.100
C 0.195 -0.298 -3.389
C 1.458 0.498 -3.190
O 2.108 -0.166 -2.095
C 3.482 0.129 -1.793
C 3.829 -0.855 -0.705
O 2.822 -0.705 0.314
C 2.542 -1.876 1.101
C 1.651 -2.828 0.338
O 0.521 -2.079 -0.159
H 0.667 -2.880 -2.060
H -0.616 -3.582 -1.050
H -1.865 -1.445 -1.086
H -1.597 -2.025 -2.732
H -0.472 0.182 -4.104
H 0.440 -1.301 -3.738
H 1.242 1.536 -2.918
H 2.077 0.492 -4.088
H 3.575 1.162 -1.447
H 4.114 -0.015 -2.670
H 4.814 -0.653 -0.284
H 3.804 -1.871 -1.101
H 2.047 -1.513 2.002
H 3.465 -2.375 1.399
H 1.306 -3.621 1.004
H 2.164 -3.286 -0.510
O -0.142 1.639 3.087
C -0.511 1.768 1.935
O 0.157 1.414 0.892
C -1.843 2.477 1.670
N -2.343 2.917 3.030
C -3.710 2.326 3.256
C -3.704 1.087 2.378
C -2.939 1.545 1.131
H -1.664 3.348 1.044
H -2.331 3.927 3.152
H -1.628 2.511 3.670
H -4.444 3.052 2.913
H -3.851 2.147 4.318
H -4.720 0.772 2.152
H -3.194 0.262 2.876
H -3.596 2.077 0.445
H -2.491 0.716 0.585

Cartesian forces (eV/Å) of the 2 atoms listed first:
Mn 0.2 -0.4 -0.1
C 0.0 -0.1 0.1

## Properties
F_max (hartree/bohr): 0.0139
DFT total energy (eV): -58968.8520
Gap between HOMO and LUMO (alpha / beta) (eV): 11.40 / 10.84
Net charge: +2
Spin multiplicity: 6
HOMO (alpha / beta) (eV): -16.2 / -16.4
⟨S²⟩: 8.75

Atom charges from the natural (NBO) analysis, given in e for atoms 1 to 2: 1.66 -0.10

=====

(4)
ORCA calculation (the ωB97M-V functional and the def2-TZVPD basis) on 2 unconnected molecules or ions with the total composition C13H25N3O3S2 in a non-equilibrium geometry.

Cartesian coordinates (Å):
N -2.114 3.129 3.991
C -1.269 2.829 3.321
C -0.199 2.125 2.523
S 0.847 3.489 1.787
C -0.813 1.319 1.286
C -1.229 2.331 0.250
N -1.564 2.969 -0.604
C -1.887 0.275 1.724
C -3.235 0.206 0.934
C -4.453 0.592 1.874
S -5.031 2.296 1.676
O -5.171 2.842 3.007
O -4.177 3.115 0.862
O -6.515 2.289 0.986
H 0.481 1.511 3.132
H -0.032 4.513 1.549
H 0.056 0.767 0.866
H -1.413 -0.730 1.669
H -2.119 0.410 2.803
H -3.267 0.732 -0.035
H -3.419 -0.867 0.705
H -4.285 0.310 2.927
H -5.290 -0.057 1.525
H -6.946 3.126 1.241
C 3.294 0.662 -1.713
C 3.530 -0.753 -1.204
N 2.342 -1.592 -1.234
C 2.502 -2.843 -0.506
C 3.529 -3.850 -1.031
C 1.670 -1.698 -2.522
C 2.477 -2.235 -3.708
H 2.489 1.148 -1.159
H 4.200 1.256 -1.583
H 3.046 0.679 -2.776
H 3.870 -0.671 -0.167
H 4.361 -1.197 -1.770
H 1.529 -3.339 -0.431
H 2.770 -2.595 0.527
H 3.171 -4.368 -1.919
H 3.712 -4.615 -0.272
H 4.489 -3.385 -1.260
H 1.290 -0.708 -2.789
H 0.768 -2.306 -2.402
H 3.479 -1.808 -3.759
H 1.967 -1.981 -4.641
H 2.563 -3.321 -3.681

Cartesian forces (eV/Å) of the 2 atoms listed first:
N -3.0 1.5 2.3
C 3.9 -3.1 -2.6

## Properties
F_max (hartree/bohr): 0.1084
DFT total energy (eV): -46166.8045
Gap between HOMO and LUMO (eV): 8.62
Net charge: 0
Energy relative to the best compared isomer or geometry (same formula, charge and spin) (kJ/mol): 440.8
HOMO (eV): -8.4
SMILES: N#C[C@H](CCCS(=O)(=O)O)[C@@H](S)C#N.CCN(CC)CC

Atom charges from the natural (NBO) analysis, given in e for atoms 1 to 2: -0.27 0.24

=====

(5)
ORCA calculation (the ωB97M-V functional and the def2-TZVPD basis) on 3 unconnected molecules or ions with the total composition C13H25NO9PS2 in a non-equilibrium geometry.

Cartesian coordinates (Å):
O 2.363 1.447 2.314
C 1.717 1.836 1.185
O 1.158 3.220 1.229
C 1.557 0.879 -0.145
N 0.126 0.515 -0.476
C -0.777 0.557 0.740
C -2.325 -0.141 0.196
C -3.062 -1.206 1.353
O -2.324 -1.687 -0.035
P 2.488 -0.823 0.044
O 2.016 -1.504 1.607
O 1.689 -1.893 -1.125
H 2.032 1.457 -1.071
H -0.263 1.074 -1.270
H -0.436 -0.115 1.635
H -1.067 1.642 1.091
H -3.083 0.590 -0.486
H -2.328 -1.029 2.246
H -4.118 -0.729 1.190
H 2.711 -2.212 1.783
H 0.967 -2.373 -0.611
C 3.250 6.588 0.485
C 2.714 7.247 -0.785
C 3.622 6.826 -1.939
S 4.294 5.233 -1.490
O 5.723 5.371 -1.305
O 3.718 4.214 -2.346
C 3.523 5.138 0.114
H 2.539 6.664 1.313
H 4.181 7.079 0.791
H 1.691 6.897 -0.974
H 2.675 8.337 -0.690
H 3.066 6.735 -2.876
H 4.456 7.522 -2.066
H 4.186 4.632 0.818
H 2.590 4.577 0.004
C -3.816 -6.379 -1.244
C -4.278 -7.141 -0.003
C -3.213 -6.949 1.075
S -2.435 -5.377 0.735
O -1.055 -5.616 0.367
O -2.810 -4.426 1.763
C -3.360 -5.016 -0.745
H -4.616 -6.288 -1.985
H -2.978 -6.908 -1.713
H -5.233 -6.729 0.344
H -4.436 -8.203 -0.216
H -3.653 -6.927 2.076
H -2.445 -7.725 1.023
H -2.729 -4.486 -1.461
H -4.214 -4.394 -0.463

Cartesian forces (eV/Å) of the 2 atoms listed first:
O -2.9 0.7 -6.3
C 0.7 4.6 5.5

## Properties
F_max (hartree/bohr): 0.1402
DFT total energy (eV): -64757.1732
Gap between HOMO and LUMO (eV): 6.53
Net charge: -1
HOMO (eV): -4.5

Atom charges from the natural (NBO) analysis, given in e for atoms 1 to 2: -0.71 0.70

=====

(6)
ORCA calculation (the ωB97M-V functional and the def2-TZVPD basis) on a molecular structure, C13H26AsO2.

Cartesian coordinates (Å):
C -4.745 0.154 -2.186
O -3.642 -0.180 -2.985
C -2.656 -0.887 -2.253
C -1.448 -1.134 -3.132
C -0.472 -2.122 -2.496
C 0.278 -1.588 -1.271
C 0.901 -0.202 -1.452
C 1.900 0.179 -0.373
As 2.967 1.830 -0.914
O 4.015 3.335 -1.465
H -5.247 -0.742 -1.794
H -5.449 0.710 -2.805
H -4.447 0.781 -1.335
H -3.076 -1.844 -1.901
H -2.376 -0.304 -1.363
H -1.794 -1.503 -4.101
H -0.952 -0.177 -3.311
H 0.250 -2.448 -3.251
H -1.037 -3.018 -2.205
H 1.075 -2.295 -1.015
H -0.398 -1.573 -0.405
H 1.399 -0.154 -2.433
H 0.111 0.557 -1.479
H 2.620 -0.634 -0.223
H 1.380 0.385 0.570
H 4.062 1.577 0.195
H 2.148 2.761 0.085
H 1.915 2.180 -2.085
H 3.762 0.893 -1.946
H 3.618 3.600 -2.307
C 0.633 -0.683 3.214
C -0.569 -0.706 3.908
C -0.756 0.128 5.002
C 0.260 0.986 5.401
C 1.462 1.008 4.705
C 1.649 0.173 3.613
H 0.778 -1.320 2.351
H -1.364 -1.368 3.590
H -1.696 0.115 5.540
H 0.113 1.643 6.249
H 2.251 1.684 5.008
H 2.578 0.199 3.057

Cartesian forces (eV/Å) of the 2 atoms listed first:
C 0.0 0.0 0.0
O 0.0 0.0 0.0

## Properties
F_max (hartree/bohr): 0.0051
DFT total energy (eV): -78833.0512
Gap between HOMO and LUMO (eV): 6.02
Net charge: -1
HOMO (eV): -3.2

Atom charges from the natural (NBO) analysis, given in e for atoms 1 to 2: -0.24 -0.54